Entry 1:
The following is a DFT calculation (ωB97M-V with the def2-TZVPD basis set) of a structure of composition C39H57AlCl3F2N3NaO19PS.

Geometry as XYZ:
```
127
Properties=species:S:1:pos:R:3:forces:R:3:lowdin_charge:R:1
C -0.500 1.427 3.852 4.053 3.020 -4.753 0.07
C 0.290 1.785 2.846 -2.912 -1.792 5.492 -0.08
C 1.490 2.156 1.846 -0.755 -0.598 1.361 -0.12
C 1.759 1.085 0.668 0.428 1.818 -0.785 -0.27
C 2.669 1.994 -0.368 1.215 0.829 0.184 -0.12
C 4.217 2.090 0.054 1.971 -2.124 -2.437 -0.19
N 5.080 1.373 -0.690 -2.268 2.591 2.421 0.07
C 2.584 -0.246 1.033 -0.475 -1.502 -0.313 -0.08
C 1.920 -1.401 1.942 0.971 -1.057 0.254 -0.14
O 1.700 -0.986 3.342 -0.036 1.991 -3.432 -0.25
O 0.889 -1.935 3.844 -2.348 -2.536 1.758 -0.09
C 2.541 -0.952 -0.453 1.475 -0.543 -1.175 -0.30
O 3.410 -1.691 -1.012 -3.992 3.073 2.314 0.02
N 1.233 -0.548 -1.022 2.455 1.497 -0.481 0.09
C 0.562 0.622 -0.307 -1.078 -1.906 0.206 -0.29
C -0.138 1.685 -1.303 -0.102 -0.232 -0.187 -0.12
C -0.768 2.986 -0.575 -0.700 0.697 -0.767 -0.16
C -0.066 4.393 -1.059 -0.389 -1.252 0.932 -0.27
N -1.113 5.486 -1.207 1.163 -0.582 0.827 -0.04
C -0.745 -0.138 0.334 0.160 0.940 1.601 -0.13
O -0.966 -1.329 -0.489 -3.692 -0.564 1.588 -0.11
C -2.217 -1.948 -0.197 -2.511 -1.780 0.097 -0.12
C -3.132 -1.669 1.054 -0.870 -2.862 -2.655 0.05
C -4.473 -2.519 1.204 1.569 -0.972 -2.137 -0.03
C -4.929 -3.624 0.175 3.027 1.683 -0.487 -0.20
C -4.035 -3.882 -1.110 1.629 2.813 2.741 -0.27
C -2.713 -3.046 -1.261 -1.417 -0.092 1.627 0.03
H -1.141 1.489 4.817 1.398 -0.360 -2.488 0.06
H 2.488 2.234 2.448 -1.960 -0.351 -0.768 0.14
H 1.283 3.234 1.473 0.165 -2.026 0.344 0.10
H 2.639 1.600 -1.450 0.297 0.351 1.876 0.12
H 2.279 3.094 -0.427 0.458 -2.036 0.265 0.10
H 4.661 2.724 0.902 -1.290 -0.786 -1.011 0.12
H 6.051 1.529 -0.351 -0.789 -0.109 -0.060 0.04
H 3.635 -0.141 1.530 -1.833 0.218 -1.309 0.17
H 0.988 -1.911 1.480 1.177 1.220 0.817 0.13
H 2.722 -2.249 2.018 -1.208 1.602 -0.248 0.14
H -0.009 -1.567 4.046 1.069 0.432 -0.538 0.09
H 1.196 -0.396 -2.055 0.304 -0.857 1.197 0.15
H -1.036 1.129 -1.803 1.806 0.800 0.812 0.13
H 0.568 2.010 -2.152 -0.989 -0.449 1.315 0.11
H -1.877 3.082 -0.931 1.926 -0.284 0.627 0.12
H -0.825 2.908 0.577 0.274 0.050 -1.885 0.10
H 0.712 4.661 -0.230 -1.090 -0.289 -1.703 0.10
H 0.435 4.195 -2.075 -0.572 0.466 1.615 0.10
H -0.673 6.336 -0.806 -0.961 -0.677 -0.322 0.06
H -1.970 5.232 -0.675 1.041 0.433 -0.344 0.07
H -0.593 -0.413 1.455 -0.118 0.276 -2.002 0.11
H -1.685 0.527 0.289 1.426 -0.938 0.015 0.14
H -2.826 -0.893 1.841 -0.778 -1.374 -1.388 0.10
H -5.157 -2.354 2.128 1.468 -0.093 -1.917 0.10
H -5.892 -4.264 0.304 1.797 1.563 -0.051 0.10
H -4.287 -4.672 -1.920 0.553 1.594 1.349 0.09
H -2.073 -3.259 -2.213 -1.060 0.360 1.938 0.12
Al -3.154 -5.714 0.379 0.218 0.734 -0.476 0.88
C -1.429 -7.870 -3.390 0.536 -1.832 0.297 0.03
C -1.554 -6.520 -3.278 -0.028 2.084 0.082 -0.40
C -0.284 -5.758 -3.639 1.541 -0.129 -0.596 -0.33
O -0.202 -4.531 -3.673 -0.742 -0.246 0.334 0.04
C 0.929 -6.537 -3.960 -0.583 2.488 0.344 0.07
C 1.058 -7.892 -4.059 0.640 -2.900 -0.337 -0.41
C -0.244 -8.649 -3.801 -1.435 -0.166 0.243 -0.32
O -0.368 -9.866 -3.910 0.549 0.460 0.026 0.05
O 2.091 -8.554 -4.333 -0.928 0.939 0.264 0.01
O -2.574 -5.859 -2.921 0.310 -0.556 0.745 -0.09
H -2.288 -8.487 -3.162 0.176 -0.053 -0.008 0.06
H 1.800 -5.916 -4.135 0.017 -0.022 -0.038 0.12
F -3.548 -7.736 -4.728 -1.297 -0.640 0.096 -0.62
F 3.891 -1.323 4.121 1.434 -0.304 0.118 -0.69
C -0.005 -6.739 3.272 -0.056 0.033 -0.078 -0.27
S -1.027 -7.119 4.713 -0.014 0.215 -0.079 0.79
O -2.440 -6.756 4.372 0.325 -0.006 -0.030 -0.59
C -0.368 -5.802 5.761 -0.048 0.066 0.016 -0.26
H -0.276 -7.422 2.466 -0.025 -0.016 0.153 0.04
H -0.181 -5.711 2.949 0.002 -0.013 0.120 0.06
H 1.048 -6.877 3.525 -0.074 0.016 0.019 0.06
H -0.523 -4.833 5.284 0.023 -0.081 -0.056 0.06
H 0.697 -5.972 5.932 -0.064 -0.009 -0.064 0.06
H -0.896 -5.825 6.716 -0.016 -0.102 -0.126 0.05
Na -4.723 -8.442 -3.135 0.829 0.590 -0.870 0.68
C 6.508 -3.424 3.995 -0.478 0.349 -0.154 -1.53
Cl 5.731 -4.954 4.431 0.110 0.042 -0.007 0.49
Cl 8.221 -3.443 4.455 0.135 -0.001 0.132 0.50
Cl 6.334 -3.110 2.265 0.057 -0.075 0.241 0.52
H 6.012 -2.618 4.540 -0.277 -0.016 -0.264 -0.01
C 9.294 -5.695 1.912 -0.293 0.520 -0.330 -0.06
O 9.720 -6.874 2.596 0.912 -0.380 0.159 0.00
C 11.055 -7.032 2.646 -0.506 0.279 -0.123 -0.59
O 11.879 -6.282 2.174 -0.333 -0.550 0.326 0.11
O 11.316 -8.175 3.313 -0.061 0.270 -0.162 -0.01
C 12.703 -8.472 3.443 0.288 -0.097 0.052 -0.06
H 8.203 -5.670 1.935 0.183 -0.202 0.177 0.08
H 9.668 -4.801 2.415 0.032 -0.177 -0.167 0.06
H 9.617 -5.716 0.868 0.102 0.018 0.174 0.10
H 13.215 -7.688 4.007 -0.022 -0.014 -0.219 0.10
H 13.163 -8.604 2.460 -0.009 0.185 0.117 0.10
H 12.795 -9.410 3.995 -0.296 0.115 -0.059 0.09
C -6.407 0.796 1.172 0.168 -0.127 0.056 -1.00
O -7.309 1.520 0.743 -0.499 0.414 -0.240 0.06
O -6.569 -0.366 1.625 -0.840 -1.274 0.435 0.07
O -5.191 1.112 1.221 1.231 0.882 -0.207 0.09
O -4.893 9.260 -4.745 -4.189 1.505 0.290 -0.26
P -5.465 9.028 -3.338 8.035 -3.939 2.465 0.73
O -4.181 9.736 -2.537 -0.791 1.115 0.050 -0.24
C -3.677 11.003 -2.943 0.338 0.143 -0.087 -0.30
C -4.499 12.155 -2.397 0.042 0.126 0.125 -0.08
O -4.973 7.450 -3.198 -1.656 0.544 0.083 -0.22
C -4.585 6.702 -4.345 0.190 -0.202 -0.527 -0.29
C -3.109 6.892 -4.657 0.260 -0.002 0.184 -0.07
O -6.188 8.769 -1.806 -1.401 0.603 -2.492 -0.20
C -6.368 9.758 -0.817 -0.318 0.525 0.346 -0.30
C -7.532 10.676 -1.137 -0.237 -0.114 0.221 -0.08
H -3.606 11.076 -4.031 -0.110 -0.165 0.029 0.10
H -2.658 11.078 -2.555 -0.052 -0.173 0.048 0.12
H -5.535 12.091 -2.733 -0.009 0.054 -0.065 0.06
H -4.089 13.115 -2.729 -0.046 -0.137 -0.018 0.08
H -4.499 12.155 -1.304 -0.002 0.007 -0.077 0.07
H -5.216 6.956 -5.200 0.157 0.088 0.086 0.10
H -4.769 5.646 -4.127 -0.075 0.158 0.237 0.12
H -2.805 7.941 -4.628 -0.231 -0.031 -0.137 0.07
H -2.871 6.489 -5.645 -0.045 0.006 0.066 0.08
H -2.495 6.374 -3.916 -0.059 -0.035 -0.029 0.06
H -5.446 10.305 -0.628 0.073 0.000 -0.328 0.09
H -6.588 9.231 0.117 0.007 -0.272 -0.268 0.13
H -7.482 11.039 -2.164 0.101 0.140 0.001 0.06
H -7.547 11.524 -0.448 -0.017 -0.004 -0.122 0.08
H -8.475 10.134 -1.032 0.061 0.059 -0.045 0.08
```
Positions in Å, forces in eV/Å.

Properties
- frontier orbital gap (eV) = 1.32
- highest occupied orbital energy (eV) = -1.7
- multiplicity = 1
- total charge = -2

---

Entry 2:
The following is a DFT calculation (ωB97M-V with the def2-TZVPD basis set) of the molecule C9H6FNO2.

Geometry as XYZ:
```
19
Properties=species:S:1:pos:R:3:forces:R:3:nbo_charge:R:1
C -0.126 -2.181 0.165 1.897 0.713 0.176 0.12
C 1.142 -2.445 0.239 -4.930 -1.150 0.264 -0.12
C -0.706 -0.936 0.116 0.319 -0.470 -1.198 -0.19
C 0.227 0.124 -0.290 0.309 -0.463 0.956 0.15
C -2.004 -0.278 -0.035 0.611 1.439 -0.490 0.19
C 2.124 -1.637 0.101 0.366 6.501 -1.231 0.37
C 1.590 0.032 -0.295 1.514 -4.796 1.391 0.28
C -3.407 -0.769 -0.101 0.828 -0.039 1.916 -0.63
C 2.246 2.197 0.252 -2.156 -0.917 -0.636 -0.26
N -1.835 0.955 -0.380 -0.249 0.391 0.027 -0.10
O -0.475 1.269 -0.516 -0.501 -0.692 0.001 -0.33
O 2.574 0.935 -0.322 -0.433 -1.463 -0.695 -0.49
F 3.392 -1.740 0.343 1.000 -0.273 -0.087 -0.29
H -3.607 -1.313 0.816 -0.333 -0.202 0.095 0.22
H -4.157 -0.004 -0.245 0.235 0.232 -0.161 0.25
H -3.356 -1.457 -0.882 -0.624 -1.321 -1.465 0.23
H 1.161 2.358 0.017 1.254 0.692 0.264 0.20
H 2.897 2.833 -0.304 0.356 1.090 0.516 0.21
H 2.321 2.058 1.321 0.538 0.728 0.357 0.19
```
Positions in Å, forces in eV/Å.

Properties
- frontier orbital gap (alpha / beta) (eV) = 7.34 / 7.34
- SMILES = COc1c(F)c#cc2c(C)noc12
- highest occupied orbital energy (alpha / beta) (eV) = -8.3 / -8.3
- energy above the lowest of the compared OMol25 structures with the same formula, charge and spin (kJ/mol) = 520.17
- multiplicity = 1
- total charge = 0

---

| no. | maximum force (Eh/bohr) |
| --- | --- |
| 1 | 0.181 |
| 2 | 0.129 |